(1)
Molecular formula: C9H22BCl7O2Si
Method: DFT, ωB97M-V with the def2-TZVPD basis set

Positions of all 42 atoms, in Å:
C1 0.37 3.62 1.96
C2 0.20 2.11 1.87
O1 1.21 1.50 1.06
Si1 2.58 0.95 1.79
Cl1 2.30 -1.03 2.39
B1 3.16 1.96 3.44
C3 2.63 1.55 4.85
O2 4.09 2.95 3.36
H1 -0.09 3.99 2.87
H2 1.43 3.87 2.00
H3 -0.07 4.09 1.09
H4 0.13 1.65 2.86
H5 -0.75 1.90 1.39
H6 3.61 0.92 0.73
H7 1.61 1.16 4.79
H8 3.23 0.73 5.24
H9 2.67 2.38 5.56
H10 3.99 3.51 2.58
Cl2 0.47 -4.28 -2.59
C4 1.35 -4.62 -1.08
C5 1.63 -3.36 -0.31
Cl3 2.81 -2.32 -1.15
H11 2.26 -5.15 -1.34
H12 0.72 -5.28 -0.48
H13 2.05 -3.60 0.66
H14 0.73 -2.78 -0.16
Cl4 -1.95 1.47 -4.04
C6 -1.55 -0.28 -4.03
C7 -0.07 -0.53 -4.11
Cl5 0.63 -0.07 -5.69
H15 -2.07 -0.74 -4.87
H16 -1.93 -0.68 -3.10
H17 0.12 -1.59 -3.97
H18 0.47 0.02 -3.34
Cl6 -2.95 -1.22 -0.46
C8 -4.15 -0.06 -1.09
C9 -5.47 -0.73 -1.40
Cl7 -5.33 -1.84 -2.79
H19 -3.73 0.41 -1.98
H20 -4.30 0.70 -0.33
H21 -6.20 0.02 -1.67
H22 -5.83 -1.30 -0.55

LUMO energy (eV): 0.403
SMILES: CCO[Si@H](Cl)B(C)O.ClCCCl.ClCCCl.ClCCCl
Relative energy (zero: lowest compared OMol25 entry of this formula, charge and spin) (kJ/mol): 12.3
Maximum force (eV Å⁻¹): 0.8
Multiplicity: 1
HOMO (eV): -9.65

---

(2)
Molecular formula: C9H22BN2O
Method: DFT, ωB97M-V with the def2-TZVPD basis set

Positions of all 35 atoms, in Å:
C1 -0.95 0.76 3.02
B1 -1.60 -0.10 1.82
O1 -3.00 -0.16 1.72
C2 -0.59 -0.80 0.79
C3 -0.36 -2.36 0.82
C4 0.59 -2.50 -0.42
N1 1.97 -2.28 0.07
N2 0.11 -1.51 -1.44
C5 -0.77 -0.52 -0.73
C6 -0.86 0.94 -1.23
C7 0.47 1.70 -1.53
C8 1.81 1.10 -0.97
C9 0.33 3.15 -0.92
H1 0.03 0.29 3.24
H2 -1.59 0.77 3.92
H3 -0.78 1.79 2.66
H4 -3.35 0.73 1.66
H5 0.39 -0.34 1.03
H6 -1.25 -3.00 0.81
H7 0.11 -2.57 1.80
H8 0.61 -3.56 -0.75
H9 2.53 -1.95 -0.72
H10 2.34 -3.16 0.40
H11 0.90 -1.17 -2.00
H12 -0.49 -2.10 -2.02
H13 -1.78 -0.91 -0.95
H14 -1.47 1.54 -0.53
H15 -1.44 0.93 -2.17
H16 0.59 1.87 -2.61
H17 2.55 1.08 -1.79
H18 2.23 1.80 -0.23
H19 1.76 0.12 -0.48
H20 1.10 3.83 -1.31
H21 0.52 3.04 0.16
H22 -0.67 3.56 -1.10

LUMO energy (eV): -3.113
SMILES: CB(O)[C@H]1C[C@H](N)[NH2+][C@@H]1CC(C)C
Charge: +1
Maximum force (eV Å⁻¹): 4.1
Multiplicity: 1
HOMO (eV): -13.37

---

(3)
Molecular formula: C9H22Br2FNNbO4P2
Method: DFT, ωB97M-V with the def2-TZVPD basis set

Positions of all 42 atoms, in Å:
C1 4.61 -1.00 0.96
C2 3.95 0.30 1.36
O1 3.85 0.61 2.53
O2 3.54 1.12 0.37
C3 2.99 0.51 -0.81
C4 1.60 1.05 -1.12
Nb1 -0.05 0.05 0.10
C5 0.34 -1.80 -1.13
C6 -0.77 -2.20 -2.08
F1 -0.73 -1.38 -3.23
C7 -1.79 0.87 -1.07
C8 -2.79 1.76 -0.26
C9 -4.23 1.47 -0.68
N1 -4.65 0.16 -0.17
P1 -1.59 -1.24 1.77
O3 -0.67 -1.51 3.12
Br1 -2.00 -3.35 1.01
P2 0.03 2.13 1.63
O4 1.55 2.44 2.17
Br2 -1.18 1.89 3.53
H1 3.87 -1.79 1.04
H2 5.40 -1.22 1.66
H3 4.98 -1.01 -0.06
H4 3.67 0.75 -1.63
H5 2.92 -0.57 -0.71
H6 1.39 0.72 -2.14
H7 1.58 2.13 -1.04
H8 1.27 -0.63 1.22
H9 0.50 -2.64 -0.46
H10 1.25 -1.70 -1.72
H11 -0.68 -3.22 -2.45
H12 -1.76 -2.07 -1.65
H13 -1.33 1.53 -1.82
H14 -2.40 0.13 -1.59
H15 -2.77 1.53 0.80
H16 -2.60 2.81 -0.44
H17 -4.90 2.21 -0.24
H18 -4.31 1.49 -1.77
H19 -5.63 0.14 0.06
H20 -4.44 -0.58 -0.81
H21 0.21 -1.76 2.84
H22 1.78 1.87 2.90

LUMO energy (eV): 1.789
Charge: -1
Maximum force (eV Å⁻¹): 3.5
Multiplicity: 1
HOMO (eV): -4.16

---

(4)
Molecular formula: C9H22CrN7O5S
Method: DFT, ωB97M-V with the def2-TZVPD basis set

Positions of all 45 atoms, in Å:
Cr1 -0.30 -0.16 0.37
N1 -1.31 1.28 1.49
N2 -1.16 0.91 2.84
C1 -0.82 -0.43 3.11
O1 -0.99 -0.88 4.22
O2 -0.30 -1.05 2.08
H1 -0.90 2.20 1.30
H2 -2.28 1.28 1.20
H3 -1.79 1.33 3.50
N3 3.35 1.38 -2.00
C2 2.24 0.38 -2.06
C3 2.68 -1.06 -1.87
C4 1.45 -1.98 -1.72
N4 0.83 -1.84 -0.38
C5 0.38 -1.69 -2.79
C6 0.10 -0.20 -3.01
N5 -0.55 0.41 -1.83
C7 1.40 0.53 -3.29
H4 3.90 1.26 -1.13
H5 2.86 2.31 -1.92
H6 3.96 1.36 -2.82
H7 1.63 0.67 -1.22
H8 3.33 -1.17 -1.00
H9 3.24 -1.40 -2.74
H10 1.79 -3.01 -1.84
H11 1.51 -2.01 0.36
H12 0.09 -2.53 -0.26
H13 -0.54 -2.21 -2.52
H14 0.72 -2.11 -3.74
H15 -0.55 -0.10 -3.89
H16 -1.53 0.16 -1.80
H17 -0.46 1.43 -1.85
H18 1.20 1.59 -3.49
H19 1.89 0.09 -4.17
S1 4.26 0.98 1.06
C8 2.65 0.77 1.01
N6 1.50 0.59 0.88
O3 1.50 3.08 -1.82
N7 0.93 3.57 -0.80
O4 -0.08 2.94 -0.44
C9 -2.84 -1.62 0.70
O5 -1.87 -0.99 -0.10
H20 -3.13 -2.57 0.25
H21 -3.74 -1.00 0.76
H22 -2.48 -1.81 1.71

LUMO energy (spin up / spin down) (eV): -0.378 / 0.135
Relative energy (zero: lowest compared OMol25 entry of this formula, charge and spin) (kJ/mol): 22.6
Maximum force (eV Å⁻¹): 1.5
Multiplicity: 2
HOMO (spin up / spin down) (eV): -8.61 / -8.55
Expectation value of S²: 0.7583

---

(5)
Molecular formula: C9H22CuN4O7
Method: DFT, ωB97M-V with the def2-TZVPD basis set

Positions of all 43 atoms, in Å:
O1 0.43 -0.07 -3.17
H1 0.02 0.79 -3.48
Cu1 -0.39 0.10 -1.09
N1 0.08 1.45 0.77
N2 1.60 0.58 -1.02
N3 -1.08 -1.05 0.84
N4 0.24 -1.88 -0.99
O2 -0.56 1.73 1.84
O3 -1.52 -0.59 2.03
O4 1.21 -2.27 -1.80
O5 2.51 0.01 -1.68
C1 1.97 1.80 -0.52
C2 1.13 2.26 0.52
C3 -1.26 -2.36 0.69
C4 -0.47 -2.85 -0.41
C5 1.40 3.46 1.37
H2 1.62 3.17 2.41
H3 0.54 4.14 1.40
H4 2.26 4.04 1.02
C6 3.21 2.48 -0.97
H5 3.39 2.27 -2.03
H6 4.08 2.11 -0.41
H7 3.15 3.57 -0.83
C7 -2.08 -3.27 1.56
C8 -0.44 -4.29 -0.81
H8 -2.56 -2.72 2.36
H9 -1.48 -4.08 2.02
H10 -2.86 -3.79 0.98
H11 0.24 -4.41 -1.66
H12 -1.46 -4.63 -1.10
H13 -0.09 -4.91 0.03
H14 -1.21 0.39 2.07
H15 1.69 -1.38 -1.92
C9 -2.02 0.99 -1.25
H16 -1.90 2.04 -1.34
H17 -2.44 0.22 -0.58
H18 -1.94 0.46 -2.25
O6 -3.79 3.59 0.31
H19 -4.60 3.07 0.32
H20 -3.19 3.18 0.96
O7 1.96 -0.90 1.68
H21 1.84 -1.01 2.63
H22 2.78 -1.42 1.48

LUMO energy (spin up / spin down) (eV): -2.170 / -1.819
Relative energy (zero: lowest compared OMol25 entry of this formula, charge and spin) (kJ/mol): 542.6
Maximum force (eV Å⁻¹): 4.2
Multiplicity: 2
HOMO (spin up / spin down) (eV): -7.92 / -8.04
Expectation value of S²: 0.8699

---

(6)
Molecular formula: C9H22FeN3O4
Method: DFT, ωB97M-V with the def2-TZVPD basis set

Positions of all 39 atoms, in Å:
Fe1 2.67 -18.62 4.13
O1 3.35 -18.18 5.90
H1 3.43 -17.96 6.83
C1 6.47 -18.18 7.60
O2 7.35 -17.35 7.42
N1 6.64 -19.49 7.77
C2 7.93 -20.14 7.91
C3 5.48 -20.37 7.54
H2 5.41 -17.87 7.73
H3 7.76 -21.04 8.49
H4 8.58 -19.46 8.47
H5 8.46 -20.35 6.98
H6 5.68 -21.31 7.04
H7 5.14 -20.67 8.54
H8 4.76 -19.77 7.00
C4 6.48 -14.42 6.85
O3 7.50 -13.77 6.93
N2 5.43 -14.03 6.02
C5 4.20 -14.79 5.95
C6 5.54 -12.85 5.20
H9 6.28 -15.31 7.46
H10 3.31 -14.17 6.04
H11 4.09 -15.64 6.63
H12 4.26 -15.31 4.98
H13 4.83 -12.12 5.61
H14 6.56 -12.49 5.21
H15 5.28 -12.99 4.15
C7 1.67 -19.38 8.46
O4 2.04 -19.85 9.53
N3 0.76 -18.37 8.43
C8 0.45 -17.75 7.17
C9 0.08 -17.86 9.58
H16 1.94 -19.69 7.44
H17 1.12 -16.87 7.15
H18 -0.56 -17.35 7.16
H19 0.69 -18.26 6.24
H20 0.12 -16.77 9.63
H21 -0.99 -18.08 9.51
H22 0.49 -18.25 10.51

LUMO energy (spin up / spin down) (eV): -2.967 / -8.072
Relative energy (zero: lowest compared OMol25 entry of this formula, charge and spin) (kJ/mol): 146.0
Charge: +1
Maximum force (eV Å⁻¹): 5.4
Multiplicity: 9
HOMO (spin up / spin down) (eV): -6.79 / -11.64
Expectation value of S²: 20.0347